C6H12O | the ωB97M-V functional and the def2-TZVPD basis

```
19
Properties=species:S:1:pos:R:3
C -2.763 -0.419 0.708
C -1.557 -0.031 -0.148
O -0.410 -0.731 0.331
C 0.580 0.136 0.792
C 1.975 -0.376 0.855
C 1.602 0.656 -0.187
C 1.502 0.228 -1.633
H -2.508 -0.261 1.761
H -3.006 -1.477 0.570
H -3.658 0.166 0.464
H -1.378 1.050 -0.082
H -1.721 -0.270 -1.209
H 0.253 0.793 1.605
H 2.136 -1.394 0.512
H 2.583 -0.074 1.703
H 1.961 1.671 -0.021
H 0.853 0.903 -2.204
H 2.483 0.207 -2.122
H 1.073 -0.777 -1.694
```

Computed properties:
SMILES string: CCO[C@H]1C[C@H]1C
Energy: -8462.824 eV
Net charge: 0
Gap between HOMO and LUMO: 10.4 eV
2S+1: 1



C6H12O | the ωB97M-V functional and the def2-TZVPD basis

```
19
Properties=species:S:1:pos:R:3
C 1.195 -1.003 -1.893
C 1.346 -0.193 -0.647
C 0.178 2.076 1.443
O -0.788 1.439 0.765
C -0.874 0.090 0.858
C -1.878 -0.432 -0.141
C 0.698 -0.516 0.554
H 0.503 -0.526 -2.608
H 0.782 -1.995 -1.669
H 2.146 -1.134 -2.424
H 1.909 0.737 -0.697
H 0.266 1.823 2.504
H 0.213 3.129 1.184
H -1.041 -0.250 1.889
H -2.897 -0.098 0.086
H -1.860 -1.526 -0.149
H -1.607 -0.069 -1.137
H 0.531 -1.594 0.691
H 1.178 0.042 1.392
```

Computed properties:
Energy: -8459.846 eV
Net charge: 0
Gap between HOMO and LUMO (spin up / spin down): 7.7 / 8.2 eV
2S+1: 1



C6H12O | the ωB97M-V functional and the def2-TZVPD basis

```
19
Properties=species:S:1:pos:R:3
C -2.584 -0.816 0.430
C -1.263 -0.570 -0.291
C -0.453 0.428 0.500
C 2.049 -0.813 -0.585
C 2.852 0.179 -0.223
C 0.143 1.621 -0.078
O -1.064 1.711 0.660
H -3.230 -1.506 -0.120
H -2.408 -1.230 1.430
H -3.105 0.139 0.550
H -0.704 -1.509 -0.405
H -1.442 -0.180 -1.301
H -0.005 0.036 1.418
H 1.593 -0.855 -1.573
H 1.778 -1.613 0.102
H 3.273 0.241 0.778
H 1.025 2.056 0.395
H 3.102 0.990 -0.904
H 0.062 1.795 -1.153
```

Computed properties:
SMILES string: CC[C@H]1CO1.C=C
Energy: -8461.816 eV
Net charge: 0
Gap between HOMO and LUMO: 11.1 eV
2S+1: 1



C6H12O | the ωB97M-V functional and the def2-TZVPD basis

```
19
Properties=species:S:1:pos:R:3
C 2.531 0.480 -0.387
C 1.194 -0.150 -0.778
C 0.035 0.142 0.180
C -1.289 -0.203 -0.521
C -2.516 0.379 0.175
C 0.094 -0.717 1.419
O -0.047 -0.334 2.555
H 3.236 0.436 -1.223
H 2.411 1.533 -0.109
H 2.998 -0.030 0.464
H 0.866 0.192 -1.770
H 1.308 -1.240 -0.870
H 0.039 1.195 0.494
H -1.374 -1.298 -0.580
H -1.201 0.139 -1.563
H -3.438 0.058 -0.320
H -2.489 1.474 0.166
H -2.571 0.066 1.225
H 0.218 -1.804 1.191
```

Computed properties:
SMILES string: CCC(C=O)CC
Energy: -8463.904 eV
Net charge: 0
Gap between HOMO and LUMO: 10.8 eV
2S+1: 1



C6H12O | the ωB97M-V functional and the def2-TZVPD basis

```
19
Properties=species:S:1:pos:R:3
C -0.377 -2.078 -0.581
O -0.056 -0.607 -1.857
C -0.384 0.633 -1.222
C 0.196 0.587 0.208
C 1.315 -0.410 0.215
C 0.127 1.855 1.005
C -0.768 0.694 1.359
H -1.160 -2.339 -1.283
H -0.727 -1.725 0.381
H 0.441 -2.787 -0.533
H 0.083 1.444 -1.798
H -1.469 0.757 -1.257
H 0.847 -0.794 -1.357
H 1.404 -0.995 1.134
H 2.283 0.029 -0.051
H -0.344 2.730 0.558
H 0.960 2.081 1.664
H -1.833 0.790 1.152
H -0.539 0.136 2.264
```

Computed properties:
Energy: -8457.916 eV
Net charge: 0
Gap between HOMO and LUMO (spin up / spin down): 7.4 / 7.4 eV
2S+1: 1



C6H12O | the ωB97M-V functional and the def2-TZVPD basis

```
19
Properties=species:S:1:pos:R:3
C 1.368 -2.242 -1.009
C 0.766 -1.356 0.075
C 0.566 0.081 -0.414
C 0.044 0.952 0.692
C -0.572 2.315 0.501
C -1.441 1.145 0.815
O -2.263 0.750 -0.255
H 0.723 -2.257 -1.895
H 2.346 -1.854 -1.317
H 1.505 -3.274 -0.669
H 1.417 -1.356 0.961
H -0.199 -1.764 0.407
H -0.174 0.082 -1.224
H 1.507 0.472 -0.821
H 0.555 0.829 1.650
H -0.681 2.649 -0.528
H -0.383 3.104 1.221
H -1.794 0.914 1.809
H -3.024 0.276 0.086
```

Computed properties:
SMILES string: CCC[C@H]1C[C@H]1O
Energy: -8463.010 eV
Net charge: 0
Gap between HOMO and LUMO: 10.1 eV
2S+1: 1



What is the 2S+1 in the fifth record? 1



Copy entry 6 word for word.
C6H12O | the ωB97M-V functional and the def2-TZVPD basis

```
19
Properties=species:S:1:pos:R:3
C 1.368 -2.242 -1.009
C 0.766 -1.356 0.075
C 0.566 0.081 -0.414
C 0.044 0.952 0.692
C -0.572 2.315 0.501
C -1.441 1.145 0.815
O -2.263 0.750 -0.255
H 0.723 -2.257 -1.895
H 2.346 -1.854 -1.317
H 1.505 -3.274 -0.669
H 1.417 -1.356 0.961
H -0.199 -1.764 0.407
H -0.174 0.082 -1.224
H 1.507 0.472 -0.821
H 0.555 0.829 1.650
H -0.681 2.649 -0.528
H -0.383 3.104 1.221
H -1.794 0.914 1.809
H -3.024 0.276 0.086
```

Computed properties:
SMILES string: CCC[C@H]1C[C@H]1O
Energy: -8463.010 eV
Net charge: 0
Gap between HOMO and LUMO: 10.1 eV
2S+1: 1



Which value of 2S+1 does entry 6 give? 1